1.
# C44H82N2O8S2

A cluster of 8 separate species, C44H82N2O8S2 in total (wB97M-V/def2-TZVPD, the OMol25 dataset).

The value obtained for the LUMO energy is -0.8 eV. Its total charge is 0. As for the SMILES: O=[N+]([O-])c1ccccc1.O=[N+]([O-])c1ccccc1.O=S1(=O)CCCC1.O=S1(=O)CCCC1.CCCCCC.CCCCCC.CCCCCC.CCCCCC. The calculation puts the frontier orbital gap at 9.36 eV.

Last column: Löwdin charge in e.
Geometry (Å):
O -21.9526 5.7320 33.6278  0.08
N -22.7540 6.3686 32.9651  -0.34
O -22.4587 7.3534 32.3216  0.07
C -24.1540 5.9824 33.0639  -0.15
C -24.5170 4.8436 33.7562  -0.01
C -25.8160 4.3572 33.6837  -0.06
C -26.7773 5.1541 33.0807  -0.07
C -26.4407 6.4180 32.6140  -0.07
C -25.1294 6.8504 32.5962  0.00
H -23.7334 4.1918 34.1193  0.12
H -25.9428 3.3546 34.0649  0.11
H -27.7689 4.7769 32.8674  0.11
H -27.2165 6.9648 32.0933  0.10
H -24.8130 7.8192 32.2345  0.11
O -23.5667 5.6549 24.5172  0.08
N -22.3776 5.8274 24.3410  -0.35
O -21.8325 5.7467 23.2559  0.07
C -21.5764 6.2734 25.4822  -0.16
C -20.3016 6.7785 25.2698  0.00
C -19.6099 7.2848 26.3562  -0.06
C -20.1990 7.2416 27.6197  -0.08
C -21.3938 6.5917 27.8104  -0.07
C -22.1281 6.1164 26.7371  0.01
H -19.9690 6.9443 24.2550  0.12
H -18.5919 7.6166 26.2049  0.11
H -19.6662 7.7976 28.3817  0.10
H -21.7890 6.5136 28.8167  0.11
H -23.1257 5.7097 26.8052  0.12
O -19.2668 15.0278 26.7456  -0.32
S -19.2322 15.2899 28.1624  0.66
O -19.5714 16.6081 28.6282  -0.33
C -20.2088 14.0369 29.0718  -0.20
C -19.2196 13.0616 29.7353  -0.21
C -17.8573 13.2445 29.0634  -0.23
C -17.6555 14.7248 28.8009  -0.23
H -20.8232 13.5533 28.3147  0.08
H -20.8087 14.5538 29.8144  0.10
H -19.1611 13.2885 30.8002  0.12
H -19.5717 12.0436 29.5773  0.09
H -17.8571 12.6310 28.1593  0.12
H -17.0147 12.9049 29.6595  0.10
H -16.8162 14.9927 28.1665  0.11
H -17.5621 15.2693 29.7454  0.11
O -25.8490 6.2127 21.5617  -0.30
S -25.9283 7.6381 21.6911  0.67
O -26.9891 8.3228 22.3886  -0.33
C -24.3447 8.1893 22.2975  -0.25
C -23.6988 9.2143 21.3393  -0.20
C -24.2641 8.7761 19.9716  -0.23
C -25.7595 8.5395 20.1282  -0.22
H -23.6486 7.3562 22.1387  0.08
H -24.2423 8.3704 23.3660  0.09
H -23.9540 10.2315 21.6368  0.10
H -22.6180 9.1030 21.2913  0.11
H -23.7420 7.9091 19.5654  0.12
H -24.1078 9.5605 19.2254  0.11
H -26.1353 7.9918 19.2676  0.11
H -26.2460 9.5004 20.2723  0.10
C -26.6865 9.2652 29.5960  -0.10
C -26.6688 10.6076 30.3229  -0.25
C -27.2523 11.7304 29.4449  -0.23
C -28.7601 11.8091 29.4302  -0.24
C -29.3370 12.5141 30.6585  -0.27
C -30.7903 12.1379 30.9378  -0.12
H -27.6968 9.0184 29.2597  0.07
H -26.4459 8.4506 30.2886  0.04
H -25.9966 9.1882 28.7557  0.06
H -27.3827 10.5034 31.1452  0.10
H -25.6598 10.8403 30.6577  0.09
H -26.7934 11.6982 28.4485  0.10
H -26.8374 12.6741 29.8218  0.11
H -29.0618 12.4523 28.5773  0.11
H -29.3263 10.9875 28.9712  0.11
H -28.7041 12.3718 31.5368  0.10
H -29.3791 13.5950 30.5010  0.11
H -31.4686 12.6320 30.2370  0.07
H -30.9921 11.0673 30.9880  0.07
H -31.1599 12.5335 31.8924  0.07
C -22.1523 9.6026 30.1666  -0.11
C -21.8600 10.1928 28.7905  -0.25
C -22.9302 9.6781 27.7882  -0.21
C -22.4890 9.7563 26.3320  -0.22
C -22.6035 11.2043 25.8021  -0.25
C -22.3087 11.2432 24.3077  -0.09
H -21.8807 8.5543 30.2834  0.04
H -23.1446 9.7739 30.5853  0.07
H -21.4886 10.1157 30.8775  0.07
H -21.9895 11.2716 28.9015  0.09
H -20.8765 9.9026 28.4175  0.09
H -23.7500 10.4039 27.8395  0.10
H -23.2719 8.7226 28.1852  0.09
H -21.4493 9.4596 26.1768  0.10
H -23.1694 9.2133 25.6685  0.10
H -23.6070 11.6003 25.9815  0.10
H -21.8943 11.7878 26.3953  0.10
H -22.6613 10.3649 23.7670  0.05
H -22.5801 12.1795 23.8278  0.05
H -21.2158 11.1975 24.2020  0.08
C -24.2380 14.4895 22.7541  -0.11
C -25.7146 14.3668 23.0787  -0.28
C -26.0029 13.3446 24.1705  -0.25
C -27.3839 13.2003 24.7973  -0.23
C -28.5680 12.9388 23.8638  -0.27
C -28.5829 11.5301 23.2939  -0.11
H -24.1301 14.9160 21.7558  0.07
H -23.8145 13.4841 22.7011  0.05
H -23.6817 15.0760 23.4822  0.08
H -26.1494 15.3288 23.3864  0.11
H -26.3554 14.1345 22.2162  0.10
H -25.3369 13.6502 24.9978  0.11
H -25.5754 12.3603 23.9315  0.10
H -27.3396 12.3647 25.5047  0.10
H -27.5664 14.0740 25.4326  0.11
H -29.4600 13.1706 24.4599  0.10
H -28.6405 13.7033 23.0821  0.10
H -29.4786 11.3919 22.6841  0.07
H -27.7686 11.4471 22.5660  0.06
H -28.4717 10.7356 24.0270  0.07
C -18.8939 8.1365 32.3064  -0.10
C -17.4802 8.5789 32.7623  -0.26
C -17.2028 10.0629 32.6293  -0.25
C -15.7966 10.4054 33.1412  -0.24
C -15.3011 11.7720 32.7130  -0.29
C -14.1718 12.3965 33.5148  -0.12
H -19.5635 8.9852 32.4514  0.06
H -19.3021 7.3831 32.9805  0.06
H -18.8370 7.7453 31.2945  0.06
H -17.3359 8.3235 33.8151  0.11
H -16.7468 8.0282 32.1703  0.10
H -17.9159 10.7154 33.1475  0.11
H -17.2922 10.4185 31.5921  0.11
H -15.7788 10.3631 34.2347  0.12
H -15.1201 9.6185 32.7899  0.11
H -15.1064 11.8641 31.6417  0.10
H -16.1544 12.4690 32.8020  0.10
H -13.9046 13.3783 33.1242  0.07
H -14.3168 12.4643 34.5931  0.07
H -13.2734 11.7747 33.4063  0.07

---

2.
# C44H83ClN5O9P2

A cluster of 3 separate species, C44H83ClN5O9P2 in total (wB97M-V/def2-TZVPD, the OMol25 dataset).

The value obtained for the LUMO energy (alpha / beta) is 1.7 / 1.3 eV. Its total charge is -1. The spin multiplicity is 3. The calculation puts the frontier orbital gap (alpha / beta) at 6.20 / 5.81 eV.

Last column: Löwdin charge in e.
Geometry (Å):
C -0.3923 -4.8736 4.5774  -0.05
C -1.3784 -3.7878 4.1922  -0.61
O -1.4307 -2.7766 4.8474  0.06
N -2.3248 -4.0350 3.1264  -0.03
C -3.2443 -4.9745 3.5636  -0.51
C -3.5535 -4.9444 5.0624  0.00
O -3.8668 -5.7708 2.8850  0.04
P -1.6506 -4.0544 1.3213  0.55
Cl 0.2802 -3.0569 2.0858  0.37
C -2.3909 -2.3161 1.1925  -0.27
C -2.4173 -1.6669 -0.1851  -0.23
C -3.4563 -0.5110 -0.2276  -0.19
C -2.8342 0.8966 -0.0793  -0.20
C -3.1323 1.8676 -1.2471  -0.21
C -1.8568 2.5529 -1.7470  -0.24
C -2.1202 3.5832 -2.8405  -0.22
C -0.8291 4.1344 -3.4662  -0.20
C 0.1408 4.7721 -2.4520  -0.20
C 1.4903 4.0347 -2.3181  -0.20
C 1.5838 3.0772 -1.1117  -0.17
C 3.0184 2.9497 -0.5759  -0.13
N 3.5750 1.6111 -0.6748  -0.13
C 4.2977 0.9792 0.2912  -0.11
C 4.6920 -0.2506 -0.1860  -0.10
C 4.1843 -0.3532 -1.5045  -0.11
C 3.4961 0.8056 -1.7806  -0.10
N -0.9491 -4.0484 -0.3313  -0.03
C 0.2377 -3.8799 -0.7200  -0.52
C 1.4525 -4.6901 -0.3219  -0.09
C 0.5307 -2.8749 -1.8250  -0.05
O -3.0962 -4.6096 0.6223  -0.25
C -2.9044 -5.8954 0.1088  -0.22
C -1.7953 -6.5906 0.9092  -0.38
C -0.9515 -7.7030 0.2623  -0.13
P -0.3464 -7.7103 -1.4369  0.44
O 1.1282 -7.8213 -1.5341  -0.31
O -0.9166 -6.4700 -2.2554  -0.12
O -0.9744 -9.0472 -2.1052  -0.16
O -1.0548 -5.6290 1.6399  -0.26
H -0.4967 -5.0472 5.6496  0.07
H 0.6118 -4.5247 4.3540  0.05
H -0.5595 -5.8008 4.0352  0.07
H -3.6583 -3.9320 5.4456  0.08
H -4.4968 -5.4680 5.2041  0.08
H -2.7976 -5.4919 5.6268  0.07
H -3.4013 -2.4039 1.5886  0.08
H -1.8198 -1.6926 1.8795  0.05
H -2.6696 -2.3765 -0.9652  0.09
H -1.4509 -1.1908 -0.3584  0.09
H -3.9950 -0.5320 -1.1780  0.09
H -4.1976 -0.6358 0.5639  0.10
H -1.7488 0.8387 0.0345  0.10
H -3.2200 1.3682 0.8272  0.10
H -3.8018 2.6606 -0.9022  0.11
H -3.5911 1.3428 -2.0875  0.10
H -1.2022 1.7810 -2.1667  0.12
H -1.3711 3.0198 -0.8870  0.10
H -2.7265 4.4156 -2.4731  0.11
H -2.6561 3.0646 -3.6417  0.11
H -1.1140 4.9028 -4.1868  0.09
H -0.3502 3.3160 -4.0093  0.10
H 0.3520 5.7962 -2.7627  0.10
H -0.3143 4.8276 -1.4605  0.10
H 1.6939 3.4753 -3.2350  0.10
H 2.2663 4.7991 -2.2283  0.10
H 1.1935 2.1063 -1.4107  0.10
H 0.9549 3.5002 -0.3281  0.10
H 3.6770 3.6273 -1.1270  0.12
H 3.0663 3.2696 0.4637  0.12
H 4.4977 1.4040 1.2606  0.11
H 5.2833 -0.9958 0.3176  0.09
H 4.2844 -1.1788 -2.1900  0.09
H 2.9700 1.1015 -2.6723  0.11
H 2.1899 -4.0265 0.1386  0.06
H 1.2136 -5.4694 0.3975  0.06
H 1.8857 -5.1342 -1.2198  0.07
H -0.3455 -2.7927 -2.4703  0.07
H 0.7158 -1.8974 -1.3762  0.07
H 1.3721 -3.1888 -2.4471  0.06
H -2.8811 -5.9534 -0.9813  0.10
H -3.8086 -6.4621 0.3768  0.12
H -2.3219 -7.1160 1.7083  0.12
H -0.0521 -7.8262 0.8667  0.11
H -1.5240 -8.6250 0.3755  0.10
H -0.5989 -6.5483 -3.1656  0.09
H -0.2146 -9.5252 -2.4634  0.07
C 2.3451 6.2796 -8.9231  -0.02
C 1.1162 5.5906 -8.2847  -0.48
C 0.3751 4.7256 -9.3102  -0.14
C -0.4352 5.5296 -10.3222  -0.17
C -1.4023 6.4639 -9.5982  -0.14
C -0.7025 7.3827 -8.5950  -0.49
N 0.1831 6.5931 -7.6736  -0.08
O -0.5288 6.0256 -6.7607  -0.02
C 0.0805 8.4600 -9.3678  -0.05
C -1.7339 8.1426 -7.7676  -0.04
C 1.6813 4.6770 -7.2011  -0.05
H 2.6757 5.7404 -9.8117  0.09
H 2.1783 7.3112 -9.2080  0.05
H 3.1760 6.3009 -8.2177  0.08
H -0.3048 4.0518 -8.7795  0.13
H 1.1004 4.0898 -9.8216  0.12
H 0.2298 6.0901 -10.9861  0.11
H -0.9988 4.8473 -10.9614  0.11
H -1.9450 7.0810 -10.3185  0.12
H -2.1510 5.8602 -9.0762  0.13
H 0.7412 9.0160 -8.7012  0.09
H -0.6240 9.1679 -9.8049  0.08
H 0.6675 8.0642 -10.1934  0.06
H -2.4290 7.4745 -7.2651  0.08
H -2.3102 8.7928 -8.4264  0.08
H -1.2475 8.7625 -7.0133  0.09
H 2.1503 5.2579 -6.4062  0.09
H 2.4403 4.0351 -7.6517  0.09
H 0.9198 4.0410 -6.7553  0.08
C -0.0470 -0.4202 10.2925  -0.02
C 1.1920 -0.1878 9.3963  -0.48
C 0.7940 -0.1206 7.9173  -0.14
C 0.4397 -1.4749 7.3114  -0.17
C 1.5863 -2.4591 7.5206  -0.13
C 1.9909 -2.5990 8.9891  -0.49
N 2.2279 -1.2500 9.6104  -0.09
O 3.3931 -0.8078 9.2768  -0.03
C 0.8982 -3.3922 9.7291  -0.05
C 3.2586 -3.4369 9.1145  -0.05
C 1.7434 1.1711 9.8152  -0.06
H -0.9582 -0.1038 9.7839  0.09
H -0.1843 -1.4489 10.6015  0.05
H 0.0385 0.1549 11.2158  0.08
H 1.6235 0.3087 7.3457  0.12
H -0.0428 0.5727 7.8084  0.12
H -0.4902 -1.8563 7.7418  0.11
H 0.2487 -1.3668 6.2446  0.11
H 1.3096 -3.4429 7.1348  0.12
H 2.4485 -2.1266 6.9339  0.13
H 1.0487 -3.3533 10.8099  0.09
H 0.9487 -4.4371 9.4229  0.08
H -0.1106 -3.0568 9.5014  0.07
H 4.0767 -3.0322 8.5237  0.08
H 3.0536 -4.4458 8.7559  0.08
H 3.5838 -3.5010 10.1547  0.09
H 2.1118 1.1451 10.8419  0.09
H 0.9350 1.9023 9.7575  0.09
H 2.5518 1.5064 9.1695  0.08

---

3.
# C44H84N3O10S

A cluster of 7 separate species, C44H84N3O10S in total (wB97M-V/def2-TZVPD, the OMol25 dataset).

The value obtained for the LUMO energy (alpha / beta) is 0.5 / 0.5 eV. Its total charge is 0. The spin multiplicity is 2. The calculation puts the frontier orbital gap (alpha / beta) at 8.33 / 8.60 eV.

Last column: Löwdin charge in e.
Geometry (Å):
C 3.3375 1.3007 4.2762  -0.06
C 2.1906 0.3515 3.8936  -0.27
O 2.5703 -1.0116 3.8744  -0.13
C 3.3755 -1.3821 2.7634  -0.17
C 2.4257 -2.1144 1.7690  -0.16
O 1.4741 -1.1924 1.2726  -0.14
C 2.0329 -0.3092 0.3025  -0.16
C 1.1068 -0.1858 -0.9049  -0.33
C 1.7156 0.7417 -2.0289  -0.12
C 3.1462 1.2610 -1.7970  -0.17
C 3.3311 2.4748 -0.8361  -0.25
C 2.0498 3.1034 -0.2962  -0.44
S 2.5296 4.7131 0.4670  0.99
C 1.1090 5.6632 0.1816  -0.58
N 0.9124 7.0855 0.3073  -0.02
N -0.2441 7.3026 -0.0396  -0.04
C -0.9016 6.1137 -0.3986  -0.09
O -0.0488 5.0459 -0.2512  -0.01
C -0.2741 0.4137 -0.5565  -0.06
C -1.2732 -0.4903 0.2052  -0.44
C -2.6811 -0.1248 -0.3157  -0.03
C -1.2771 -0.0703 1.7127  -0.01
N -0.9850 -1.9334 0.1325  -0.13
O -1.9727 -2.6584 0.5024  -0.01
C -0.3679 -2.3641 -1.1305  -0.44
C -1.3722 -2.3625 -2.3197  0.00
C 0.0250 -3.8488 -0.9288  -0.03
C 0.9388 -1.6268 -1.4840  -0.05
H 4.2477 1.0811 3.7166  0.06
H 3.5505 1.1665 5.3348  0.07
H 3.0281 2.3190 4.0383  0.07
H 1.4090 0.4343 4.6481  0.12
H 1.7407 0.6940 2.9551  0.09
H 4.0762 -2.1364 3.1282  0.12
H 3.9480 -0.5687 2.3160  0.11
H 2.9435 -2.6824 0.9904  0.11
H 1.8864 -2.8448 2.3734  0.13
H 2.2277 0.6431 0.8022  0.11
H 2.9499 -0.7839 -0.0540  0.13
H 1.7481 0.1941 -2.9697  0.11
H 1.0158 1.5543 -2.2126  0.10
H 3.8299 0.4644 -1.5169  0.10
H 3.5054 1.5938 -2.7736  0.11
H 3.9663 2.1735 0.0013  0.10
H 3.8847 3.2546 -1.3579  0.09
H 1.5667 2.5435 0.4942  0.06
H 1.3822 3.3554 -1.1121  0.08
H -1.8960 5.9536 -0.7663  0.10
H -0.2022 1.3489 -0.0039  0.11
H -0.7498 0.6804 -1.5062  0.11
H -2.7853 -0.2691 -1.3912  0.06
H -3.4688 -0.6168 0.2499  0.09
H -2.7869 0.9486 -0.1412  0.09
H -2.1564 0.5445 1.9014  0.07
H -0.3898 0.5020 1.9719  0.06
H -1.3828 -0.9472 2.3484  0.09
H -1.1418 -1.6018 -3.0629  0.08
H -1.2917 -3.3236 -2.8271  0.08
H -2.3940 -2.3156 -1.9576  0.07
H 0.7522 -4.1800 -1.6677  0.09
H -0.8485 -4.4902 -0.8554  0.08
H 0.5154 -3.9007 0.0506  0.08
H 1.7481 -2.2280 -1.0625  0.11
H 1.0539 -1.6822 -2.5652  0.12
C -5.0642 8.4748 -3.3888  -0.17
C -6.0756 7.6661 -2.5869  -0.17
C -5.4115 6.2988 -2.5370  -0.21
O -3.9980 6.5287 -2.5598  -0.16
C -3.7456 7.8995 -2.8964  -0.21
H -5.1401 9.5503 -3.2357  0.11
H -5.1875 8.2723 -4.4555  0.11
H -6.1647 8.0772 -1.5784  0.11
H -7.0694 7.6384 -3.0315  0.11
H -5.6728 5.6976 -3.4144  0.12
H -5.6728 5.7350 -1.6406  0.12
H -3.4007 8.4144 -1.9935  0.12
H -2.9556 7.9493 -3.6463  0.12
C 0.5179 7.1046 3.9439  -0.17
C -0.4784 6.2685 4.7351  -0.17
C 0.2368 4.9265 4.7967  -0.21
O 1.6394 5.2061 4.7782  -0.15
C 1.8467 6.5855 4.4454  -0.20
H 0.4009 8.1775 4.0909  0.12
H 0.4225 6.8869 2.8774  0.09
H -0.5961 6.6842 5.7391  0.11
H -1.4652 6.2009 4.2786  0.11
H 0.0036 4.3161 3.9162  0.11
H -0.0101 4.3526 5.6911  0.12
H 2.1846 7.0936 5.3552  0.12
H 2.6283 6.6709 3.6889  0.11
C 7.1103 -4.4092 0.1180  -0.17
C 7.8059 -3.1959 0.7201  -0.17
C 6.7050 -2.1465 0.6679  -0.20
O 5.4634 -2.8479 0.8026  -0.17
C 5.6968 -4.2530 0.6549  -0.20
H 7.5657 -5.3598 0.3918  0.11
H 7.1079 -4.3336 -0.9724  0.11
H 8.0774 -3.4014 1.7585  0.12
H 8.7062 -2.8936 0.1869  0.11
H 6.6976 -1.6222 -0.2944  0.12
H 6.7923 -1.4063 1.4653  0.12
H 5.5897 -4.7142 1.6416  0.11
H 4.9431 -4.6772 -0.0086  0.12
C -5.2493 -6.0632 -1.4368  -0.17
C -4.1179 -6.4173 -2.3929  -0.17
C -4.1330 -5.2317 -3.3460  -0.20
O -4.5823 -4.1050 -2.5889  -0.16
C -5.1046 -4.5527 -1.3324  -0.20
H -5.1827 -6.5628 -0.4713  0.11
H -6.2117 -6.3189 -1.8878  0.11
H -3.1697 -6.4503 -1.8505  0.11
H -4.2525 -7.3716 -2.9010  0.11
H -4.8372 -5.3922 -4.1701  0.12
H -3.1500 -5.0160 -3.7676  0.11
H -4.3910 -4.2749 -0.5493  0.12
H -6.0520 -4.0498 -1.1328  0.12
C 1.4181 -7.0296 3.7202  -0.17
C 2.4261 -6.1876 4.4912  -0.17
C 3.5126 -5.9716 3.4489  -0.21
O 2.8619 -5.9646 2.1744  -0.16
C 1.5157 -6.4301 2.3258  -0.20
H 0.4091 -6.9911 4.1281  0.11
H 1.7401 -8.0740 3.7038  0.11
H 1.9768 -5.2308 4.7681  0.12
H 2.7969 -6.6640 5.3978  0.11
H 4.2401 -6.7913 3.4558  0.12
H 4.0484 -5.0308 3.5885  0.11
H 0.8437 -5.5721 2.2147  0.11
H 1.2903 -7.1506 1.5386  0.12
C -4.4272 0.9894 -5.2539  -0.17
C -5.4248 0.1372 -4.4779  -0.17
C -4.7289 -1.2144 -4.4623  -0.20
O -3.3237 -0.9554 -4.4742  -0.16
C -3.0978 0.4256 -4.7689  -0.21
H -4.5261 2.0591 -5.0716  0.11
H -4.5406 0.8144 -6.3267  0.11
H -5.5247 0.5198 -3.4587  0.11
H -6.4172 0.0991 -4.9253  0.11
H -4.9751 -1.7962 -5.3579  0.12
H -4.9757 -1.8102 -3.5841  0.10
H -2.7694 0.9235 -3.8481  0.11
H -2.3037 0.5130 -5.5123  0.12

---

Listing E_tot for the structures above in their given order: -87981.2623; -103953.7485; -82763.1497 eV.
Listing max |F| for the structures above in their given order: 0.0503; 0.0441; 0.1761 hartree/bohr.